# 1
108
Properties=species:S:1:pos:R:3:forces:R:3 method="wB97M-V/def2-TZVPD" homo_lumo_gap_ev="5.021 / 5.405" lumo_ev="1.89 / 1.89" spin_multiplicity=4 charge=-1 e_above_lowest_kcal_mol=0.0
Cr -1.07891 0.81141 2.25199 0.10 0.27 0.41
O 3.43888 -0.36974 6.00822 -0.01 0.03 0.02
C 2.46105 -0.14063 5.09241 0.07 -0.01 -0.01
C 1.27256 -0.85519 5.23180 -0.10 -0.01 -0.17
C 0.28813 -0.63125 4.28890 0.11 -0.01 0.19
N 0.50120 0.22205 3.30428 -0.44 0.11 -0.28
C 1.60797 0.92900 3.15738 0.08 -0.04 0.04
C 2.64410 0.77199 4.05040 -0.08 -0.09 -0.04
C 1.57241 1.83967 1.93325 0.14 -0.03 -0.21
O 2.55084 2.52401 1.67667 0.00 0.01 -0.03
O 0.49334 1.72751 1.23713 -0.06 -0.08 0.09
C -1.11400 -1.24071 4.23061 0.15 -0.05 0.01
O -1.42086 -2.11726 5.01338 -0.06 -0.03 0.04
O -1.84364 -0.73272 3.28922 0.05 -0.02 -0.06
H 4.19909 0.18308 5.79706 -0.01 -0.02 -0.01
H 1.11746 -1.55880 6.03528 0.02 0.00 0.04
H 3.55857 1.33465 3.91797 0.02 0.01 -0.01
C -5.96316 -3.80539 -0.93461 -0.06 -0.02 -0.01
C -4.66081 -3.15829 -0.55507 0.02 -0.03 -0.01
C -3.44801 -3.68935 -0.99144 0.03 0.02 0.01
C -2.24920 -3.09303 -0.64521 -0.12 0.06 0.09
C -2.26471 -1.94452 0.13549 0.03 -0.18 -0.14
C -3.45198 -1.41670 0.61278 0.01 0.01 0.03
C -4.64445 -2.02871 0.25460 -0.01 0.05 0.01
S -0.70177 -1.24868 0.62623 0.25 0.13 0.24
O 0.12785 -2.34514 1.16142 0.04 0.05 -0.04
C -0.09683 -0.76984 -1.00430 -0.18 -0.12 -0.08
C -0.83233 0.28759 -1.59978 0.09 -0.08 -0.01
C -0.51749 0.72125 -2.84430 0.08 -0.07 -0.07
C 0.56014 0.13269 -3.56417 -0.15 0.18 0.02
C 0.92092 0.59800 -4.85069 -0.02 0.00 0.01
C 1.98245 0.05817 -5.51732 0.02 -0.05 0.00
C 2.73228 -0.97607 -4.92007 -0.08 -0.01 -0.02
C 2.39930 -1.44692 -3.68234 -0.10 -0.08 -0.03
C 1.29910 -0.90762 -2.96921 0.03 -0.10 0.13
C 0.95155 -1.36755 -1.64639 0.08 0.03 -0.24
C 1.74828 -2.50034 -1.08577 -0.19 -0.02 -0.11
C 1.44500 -3.82925 -1.50813 -0.04 0.03 -0.04
C 0.39464 -4.11437 -2.42321 0.17 0.03 -0.04
C 0.11908 -5.39593 -2.79901 0.03 -0.08 -0.01
C 0.87974 -6.47236 -2.28696 -0.05 0.06 -0.02
C 1.89698 -6.22813 -1.41366 0.03 0.04 0.03
C 2.20783 -4.90566 -1.00464 0.07 -0.07 0.06
C 3.26356 -4.64251 -0.09790 -0.01 0.04 0.00
C 3.55400 -3.36564 0.27958 -0.09 -0.02 -0.12
C 2.79642 -2.29512 -0.23723 0.31 0.00 0.10
S 3.25573 -0.64534 0.37077 -0.12 -0.12 0.37
O 4.39851 -0.88444 1.29792 -0.08 -0.01 -0.09
C 3.94409 -0.03551 -1.15657 0.07 0.08 -0.03
C 3.30420 1.01553 -1.78758 0.24 0.04 -0.06
C 3.83545 1.50554 -2.97477 0.00 0.11 0.08
C 4.99143 0.96652 -3.51852 0.02 0.01 0.05
C 5.55392 1.49317 -4.80856 0.00 0.01 -0.05
C 5.63426 -0.07353 -2.84314 0.02 0.02 -0.06
C 5.12059 -0.57537 -1.66447 -0.13 0.04 0.02
H -5.79821 -4.72730 -1.49026 0.01 -0.02 -0.01
H -6.56393 -3.14044 -1.55772 0.00 0.02 0.00
H -6.55506 -4.04493 -0.05044 0.00 0.01 0.02
H -3.44193 -4.58774 -1.59705 -0.01 -0.02 -0.02
H -1.30695 -3.52776 -0.94895 -0.08 0.02 0.07
H -3.45125 -0.56788 1.28358 -0.02 0.01 -0.02
H -5.57604 -1.62771 0.63458 -0.03 0.01 0.01
H -1.64987 0.73153 -1.05114 -0.02 0.02 0.04
H -1.08370 1.52174 -3.30454 0.01 0.03 -0.02
H 0.34161 1.40111 -5.29056 -0.01 0.01 -0.01
H 2.25557 0.42613 -6.49827 0.01 0.00 -0.01
H 3.58767 -1.38869 -5.43938 0.01 -0.01 -0.01
H 2.99528 -2.22460 -3.22625 0.01 -0.04 0.03
H -0.19749 -3.30051 -2.82093 0.05 0.03 -0.04
H -0.68896 -5.59035 -3.49279 0.00 -0.01 -0.01
H 0.65113 -7.48604 -2.58928 -0.01 -0.01 0.00
H 2.48703 -7.04313 -1.01240 0.01 -0.01 0.01
H 3.83834 -5.47287 0.29352 -0.01 -0.03 0.01
H 4.34755 -3.13383 0.97569 0.04 0.01 0.04
H 2.41149 1.45338 -1.36132 -0.09 0.01 0.12
H 3.33651 2.32292 -3.48103 0.00 0.01 -0.02
H 4.87486 2.21146 -5.26604 -0.01 0.01 -0.01
H 5.72161 0.68377 -5.52221 0.00 -0.01 0.00
H 6.51199 1.99124 -4.64884 0.01 0.00 0.01
H 6.54568 -0.49182 -3.25613 0.01 0.00 0.00
H 5.61889 -1.37186 -1.12641 0.00 -0.02 0.02
Cl -0.27994 4.76930 4.35139 -0.05 -0.05 0.00
C -1.93496 4.22622 4.54972 0.18 0.04 0.05
C -2.80643 5.05020 5.21567 -0.12 0.01 -0.01
C -4.14904 4.69516 5.36428 0.08 -0.05 -0.02
C -4.55783 3.48487 4.81655 0.00 0.07 -0.02
C -3.67014 2.66912 4.14854 -0.31 -0.23 0.07
Cl -4.31818 1.16286 3.50388 0.06 0.14 0.02
C -2.27013 2.94038 3.97443 -0.22 0.15 -0.16
N -1.38761 2.23563 3.33565 0.56 -0.14 0.08
H -2.43495 5.98535 5.61395 0.01 0.03 0.01
H -4.84256 5.32965 5.89678 -0.01 0.03 0.01
H -5.58647 3.16081 4.90631 -0.04 -0.01 -0.01
C -3.60140 4.93013 1.26800 -0.02 0.02 -0.05
C -2.79855 4.22027 0.16730 -0.09 -0.09 0.19
C -1.35685 4.75121 0.12900 0.02 0.02 -0.05
C -3.48522 4.33949 -1.19249 0.00 0.06 -0.02
C -2.67706 2.80819 0.55275 0.26 -0.30 0.10
N -2.41297 1.76785 0.95796 -0.40 0.26 -0.44
H -3.66512 5.99070 1.01876 -0.01 0.01 0.00
H -3.11743 4.81941 2.23758 0.02 0.03 0.03
H -4.60944 4.52332 1.34791 -0.02 -0.01 -0.01
H -1.39351 5.83486 0.00740 0.02 0.02 -0.01
H -0.79995 4.31846 -0.70300 0.00 -0.03 0.01
H -0.82742 4.50782 1.05053 -0.02 0.01 0.05
H -3.53009 5.39357 -1.46957 0.00 0.01 -0.01
H -4.50206 3.94930 -1.15948 -0.03 -0.01 0.02
H -2.93126 3.80579 -1.96495 0.03 -0.01 -0.01



# 2
24
Properties=species:S:1:pos:R:3:forces:R:3 method="wB97M-V/def2-TZVPD" homo_lumo_gap_ev=6.883 lumo_ev=-4.79 charge=+1 e_above_lowest_kcal_mol=83.2
C -1.67138 -0.07396 -0.33473 0.37 0.69 0.27
C -2.65854 0.39449 0.33077 0.22 0.28 -1.11
C -0.49949 0.85064 -0.78614 -0.10 -0.93 -0.82
C 0.63237 0.45428 0.23758 0.86 0.95 1.04
C -1.48019 -1.51247 -0.66872 0.65 0.82 0.40
C -0.77350 2.36013 -0.82138 0.42 0.72 -0.75
C 2.07170 -1.48645 0.90174 0.41 -3.58 1.23
N 1.26244 -0.79455 -0.01124 -0.38 0.73 -3.92
O -3.30107 0.81550 1.27297 -1.62 1.15 2.33
S 2.10418 1.72136 0.32511 -1.25 -0.53 1.20
H -0.22557 0.43164 -1.82409 -0.32 0.84 1.38
H 0.11472 0.40614 1.23854 0.86 0.29 -0.71
H -2.16170 -2.15681 -0.11661 0.38 -0.31 -0.40
H -0.36175 -1.58034 -0.55334 -1.01 -0.87 0.57
H -1.58341 -1.44481 -1.71962 -0.66 -0.94 -1.36
H -1.08069 2.78575 0.16769 0.74 -0.38 -0.65
H -1.51894 2.78405 -1.56507 0.70 -1.21 0.65
H 0.22673 2.73402 -1.17597 -1.12 0.37 0.75
H 1.76306 -2.58222 0.81060 0.22 1.05 0.49
H 3.15594 -1.61271 0.75011 -0.23 1.11 -0.34
H 1.90810 -1.23207 1.94340 -0.15 0.33 0.09
H 1.72472 -0.74630 -0.96507 -0.69 -0.11 1.61
H -4.20358 1.29610 1.30618 1.44 -1.03 -1.10
H 2.34108 1.17625 1.56745 0.26 0.57 -0.84



# 3
85
Properties=species:S:1:pos:R:3:forces:R:3 method="wB97M-V/def2-TZVPD" homo_lumo_gap_ev=5.879 lumo_ev=-4.04 charge=+1
Zr 0.21258 0.35736 -0.11044 -0.85 -0.83 0.25
O -6.16090 -3.04234 -1.21304 0.55 -0.27 -0.35
C -5.98947 -2.06994 -0.47072 -0.88 -0.32 -0.48
O -6.79962 -1.43140 0.20578 0.66 0.54 0.43
C -4.50984 -1.63319 -0.41889 -0.84 1.07 1.56
C -3.98497 -1.19761 0.80774 -0.03 -0.74 0.51
C -2.63423 -1.02504 0.95414 1.74 1.53 0.35
N -1.84267 -0.71433 -0.11621 -0.57 -2.33 -1.20
C -2.36338 -1.10964 -1.33334 -1.31 1.80 1.33
C -3.69046 -1.54064 -1.50368 1.31 -0.27 -0.68
C -1.57159 -0.76754 -2.48771 0.95 -0.45 -1.62
C -2.18392 -0.55766 -3.73941 -0.06 -0.19 -0.23
C -1.43170 -0.34428 -4.88792 -0.03 0.46 0.56
C -0.05143 -0.56924 -4.73413 -0.24 0.78 0.51
C 0.51859 -0.77607 -3.47847 -1.19 0.05 1.08
N -0.22990 -0.77020 -2.30356 0.08 0.41 -2.05
C -1.88900 -0.98662 2.26810 -0.40 1.86 0.46
C -2.59480 -1.13308 3.48729 -0.23 -0.31 -0.98
C -1.92868 -1.03515 4.68071 0.48 -0.06 0.07
C -0.55153 -0.77010 4.67511 -0.06 -0.25 -0.39
C 0.08687 -0.62240 3.46714 -0.22 0.84 -2.20
N -0.58721 -0.58884 2.25304 -0.45 -0.97 0.66
H -4.61880 -1.02296 1.66904 -0.29 -0.59 -0.18
H -4.09819 -1.75271 -2.49147 0.25 -0.35 0.36
H -3.26768 -0.56743 -3.82971 0.28 0.24 0.23
H -1.94473 0.07442 -5.80359 0.96 -0.95 0.96
H 0.61969 -0.36736 -5.53618 0.39 -0.35 -0.62
H 1.58786 -1.00059 -3.40299 -0.40 0.48 0.23
H -3.68295 -1.28522 3.46642 0.69 -0.20 0.02
H -2.47094 -1.22676 5.59358 0.04 0.29 0.20
H 0.03798 -0.64585 5.56481 -0.03 -0.25 0.33
H 1.16651 -0.43605 3.33532 -0.65 0.01 0.50
C 0.15241 4.16464 2.90839 0.65 -0.49 0.36
C -0.05221 2.78396 2.64264 -0.47 0.37 1.54
N 0.03274 2.50646 1.36516 1.05 -0.14 -1.55
N 0.43049 3.67706 0.73502 -0.90 -0.63 -0.09
C 0.46408 4.67078 1.66648 0.05 0.75 -0.48
B 0.44283 3.75938 -0.86237 -0.47 -0.02 0.86
N 1.62088 2.97178 -1.52638 -0.92 -0.75 1.42
C 2.76441 3.47299 -1.96894 0.64 0.64 -0.25
C 3.65210 2.42234 -2.23012 0.07 0.33 -0.29
C 2.92447 1.27222 -1.95484 -0.98 0.12 2.06
N 1.70711 1.58992 -1.40303 0.71 1.26 -1.55
N -0.92990 3.24313 -1.38598 -2.17 1.10 -0.09
C -2.03295 4.04876 -1.73892 1.05 -1.55 0.99
C -3.16516 3.22728 -1.77060 0.58 -0.09 -0.43
C -2.72596 1.95954 -1.39875 1.78 0.50 0.46
N -1.36355 1.97091 -1.15658 -1.10 -0.18 -0.13
H 0.23206 4.70208 3.88251 -0.36 -0.71 -1.12
H -0.27556 2.00264 3.36670 -0.04 0.21 -0.28
H 0.66862 5.73700 1.43549 -0.04 -1.14 -0.18
H 0.53745 4.91840 -0.99754 0.19 0.54 -0.77
H 2.91337 4.57712 -2.05965 -0.25 -1.30 0.08
H 4.69785 2.54490 -2.52018 -0.61 -0.29 -0.10
H 3.19660 0.23467 -1.83294 0.36 -0.01 -0.49
H -1.95194 5.13579 -1.73720 0.19 -0.49 -0.46
H -4.17853 3.38820 -2.14093 0.46 0.47 0.45
H -3.37591 1.10854 -1.22425 0.48 0.00 -0.15
C 3.27198 2.36742 1.76872 -0.15 0.33 -0.18
C 3.14777 0.88031 1.72243 0.03 -1.09 -0.51
C 4.09772 0.10702 2.34098 0.35 0.00 1.39
C 4.00405 -1.30055 2.34834 -0.07 -0.74 -1.54
C 3.10188 -1.93956 1.49610 1.05 1.82 1.29
C 2.18893 -1.06940 0.82985 -0.45 -3.75 0.00
N 2.11620 0.22783 1.04309 1.47 2.00 0.63
N 1.20951 -1.57396 -0.00827 -0.13 1.34 -0.21
Si 1.14209 -3.34688 -0.34805 -0.72 -0.06 -0.05
C -0.19305 -4.07066 -1.52176 0.15 0.23 0.45
C 0.92298 -4.22616 1.29732 -0.95 -0.80 -1.31
C 2.67087 -3.77551 -1.27616 1.11 -0.45 0.87
H 2.30645 2.77192 1.47713 0.29 0.43 0.32
H 4.04629 2.82303 1.10777 -0.48 -0.79 0.13
H 3.58043 2.65500 2.78286 -0.42 0.09 -0.23
H 4.86681 0.60034 2.97163 -0.55 -0.35 -0.70
H 4.73059 -1.94230 2.85185 -0.18 0.49 0.18
H 3.11625 -3.01860 1.43848 -0.20 0.34 -0.30
H -1.22243 -3.79583 -1.27525 0.03 -0.07 -0.04
H -0.12004 -5.18397 -1.44599 0.04 0.82 0.03
H 0.00339 -3.80376 -2.56796 -0.07 0.00 0.22
H 0.57970 -5.25797 1.05180 0.17 0.61 0.26
H 0.13790 -3.74725 1.85950 -0.42 0.19 0.29
H 1.77000 -4.30880 1.92089 0.92 -0.14 0.67
H 2.46462 -3.59698 -2.29765 -0.31 -0.06 -1.33
H 2.96712 -4.83124 -1.14639 -0.22 0.34 -0.14
H 3.55472 -3.17554 -1.08121 0.15 0.10 0.37



# 4
73
Properties=species:S:1:pos:R:3:forces:R:3 method="wB97M-V/def2-TZVPD" homo_lumo_gap_ev="7.383 / 6.446" lumo_ev="-0.60 / -1.50" spin_multiplicity=3 e_above_lowest_kcal_mol=58.6
C -4.25317 -0.48897 -0.72027 -0.19 0.19 -0.77
C -2.98237 0.48967 -0.46908 -0.04 -1.07 0.04
I -1.45750 -0.18238 -1.93108 -1.46 1.80 -2.10
C -2.39872 0.22691 1.02195 -0.92 0.20 -0.61
I -0.68658 -1.15078 0.80264 -0.30 -0.32 3.26
O -2.04102 1.45237 1.73773 -1.15 -2.17 2.04
C -2.50936 1.22782 3.08429 -2.80 2.18 2.53
O -3.40659 1.92500 3.61411 3.98 -2.42 -2.83
O -1.95000 0.16851 3.88921 -1.31 0.86 -2.96
H -5.19939 0.15014 -0.87004 1.36 -1.06 0.58
H -4.38192 -1.26826 0.11229 0.14 1.34 -1.09
H -4.13150 -1.09083 -1.69985 -0.11 1.10 1.67
H -3.18857 1.58297 -0.71583 0.31 -1.57 0.63
H -3.25671 -0.25332 1.62935 1.50 0.32 -1.15
H -2.49211 -0.62296 3.62629 0.92 0.67 0.54
C 3.27810 0.85597 8.14833 -0.14 0.31 -0.02
C 2.59117 -0.52205 7.97707 1.79 0.72 0.74
C 3.04287 -1.11070 6.62587 -0.28 -0.19 -0.17
C 2.44472 -0.35594 5.44224 0.01 0.12 0.01
C 0.92358 -0.27622 5.54399 0.35 -0.44 0.07
C 0.37877 0.17662 6.91879 -1.21 1.77 -0.58
N 1.10094 -0.42856 8.07794 -0.76 -4.04 -1.28
O 0.62494 -1.69717 8.23186 0.72 2.42 0.36
C 0.42190 1.71602 7.06069 0.30 0.24 -0.06
C -1.14794 -0.12450 6.92833 0.23 -0.55 0.44
C 3.17547 -1.34400 9.15526 -0.51 -0.47 -0.11
H 4.35765 0.72956 8.28122 -0.20 -0.23 0.07
H 3.18399 1.51281 7.28860 -0.15 0.01 -0.01
H 2.90016 1.38481 9.02982 -0.02 -0.09 -0.13
H 2.76035 -2.16960 6.55797 -0.13 0.14 0.16
H 4.13655 -1.09051 6.55237 -0.11 0.09 0.25
H 2.86514 0.65232 5.36470 0.04 -0.07 0.08
H 2.71887 -0.86691 4.51306 -0.05 0.08 0.06
H 0.55079 0.38643 4.75826 -0.15 0.01 0.22
H 0.53001 -1.27428 5.31152 -0.09 0.10 0.19
H 0.06477 2.02086 8.04984 0.08 -0.12 -0.08
H -0.22580 2.19645 6.32270 -0.04 -0.24 0.01
H 1.40620 2.15250 6.90989 0.04 -0.07 0.06
H -1.37039 -1.17159 6.70420 0.17 0.07 0.18
H -1.66540 0.46643 6.16897 0.39 0.06 0.13
H -1.59666 0.12070 7.89601 0.16 -0.07 -0.03
H 2.89128 -0.90168 10.11470 -0.04 -0.01 -0.12
H 4.26939 -1.36424 9.11238 -0.17 0.23 -0.20
H 2.85124 -2.38822 9.15556 -0.16 0.22 -0.08
C 0.15463 -1.90372 -8.50858 0.45 0.14 0.09
C -0.74612 -1.12563 -7.51689 -0.65 -0.78 -1.11
C -1.75440 -0.30105 -8.34126 -0.23 0.12 0.11
C -1.08542 0.85836 -9.07323 0.12 -0.03 -0.06
C -0.28798 1.73671 -8.11274 -0.42 0.05 0.09
C 0.65227 0.97453 -7.15006 0.79 1.15 -0.78
N 0.04891 -0.26819 -6.58247 1.63 -1.02 -0.47
O -0.78545 0.11339 -5.57378 -1.11 0.54 0.75
C 1.98455 0.60355 -7.84261 0.00 -0.37 -0.18
C 1.10494 1.98520 -6.05662 -0.51 -0.43 0.43
C -1.46796 -2.26191 -6.74680 -0.05 0.45 0.47
H -0.42687 -2.67152 -9.02941 -0.15 0.13 0.30
H 0.57585 -1.29465 -9.30298 0.05 0.11 0.09
H 0.97540 -2.41102 -7.99040 -0.11 0.15 -0.01
H -2.54673 0.09256 -7.69093 0.18 -0.03 0.05
H -2.26135 -0.94433 -9.06988 0.13 -0.08 0.15
H -0.43220 0.49486 -9.87349 -0.06 -0.08 0.06
H -1.85301 1.46481 -9.56563 0.11 -0.03 0.04
H 0.28402 2.46661 -8.69299 0.12 -0.03 0.17
H -1.01219 2.31588 -7.52539 0.14 -0.09 0.08
H 2.62688 0.03628 -7.16110 -0.20 0.03 -0.05
H 2.53787 1.49974 -8.13488 -0.23 0.10 0.15
H 1.86897 0.02422 -8.75526 -0.08 -0.05 0.07
H 0.26062 2.45628 -5.54612 -0.02 -0.18 0.01
H 1.68852 2.79843 -6.49875 -0.12 -0.25 -0.18
H 1.73402 1.50160 -5.30304 -0.08 -0.03 -0.09
H -0.74814 -2.87452 -6.19580 0.00 0.13 -0.04
H -2.00318 -2.92229 -7.43690 0.18 0.24 -0.08
H -2.21360 -1.89540 -6.03584 0.12 0.14 0.02



# 5
15
Properties=species:S:1:pos:R:3:forces:R:3 method="wB97M-V/def2-TZVPD" homo_lumo_gap_ev=7.456 lumo_ev=3.31 charge=-1 e_above_lowest_kcal_mol=0.0
C -1.15362 -1.11366 -2.03407 -1.13 -0.48 1.17
C 0.37562 1.55181 -0.59754 -1.80 -0.86 1.06
C 0.02185 1.12379 0.82136 -1.18 -0.36 -1.25
C -0.46075 -1.01115 0.35788 0.65 1.36 -0.04
O 1.61480 1.26333 -0.95842 -0.26 0.83 -2.17
O -2.30558 -1.46920 -2.05677 -0.03 0.01 0.82
O -0.48747 1.97689 -1.35068 1.13 -0.13 0.02
O -0.28814 -1.07241 -1.02187 0.65 0.32 -1.61
S 1.29436 1.04905 1.92266 1.09 -0.09 0.64
S 0.69950 -1.98344 1.19438 -0.10 0.83 -0.11
H -0.70336 -0.80959 -2.93759 1.19 0.47 -1.05
H -0.91403 1.65528 1.13257 0.65 -0.99 -0.25
H -1.47116 -1.03555 0.62312 -1.41 -0.22 0.55
H 2.13607 1.07282 -0.18581 0.41 -0.34 1.40
H 1.46700 -0.70990 1.34727 0.13 -0.35 0.81